(i)
C3H9NO3 | wB97M-V/def2-TZVPD

## Properties
* net charge: +1
* multiplicity: 2
* Kohn-Sham gap (spin up / spin down): 10.205 / 5.701 eV

Element x y z (Å)
O 1.03603 1.51445 3.25738
O -0.36411 -1.77940 -1.73945
O -1.56289 0.51109 0.62868
N 0.37249 -0.67130 0.01462
C -0.23235 1.23044 -1.23089
C 0.92331 -1.34973 -1.15663
C -0.51413 0.33382 -0.09948
H 1.55094 -0.78820 -1.80205
H 1.35527 -2.28047 -0.90600
H 0.87652 1.43141 -1.52544
H -0.40029 2.32200 -1.02069
H -0.92328 0.92173 -2.05504
H 0.11507 1.26180 3.42254
H 0.00363 -1.27979 0.75532
H -0.00902 -2.57550 -2.24181
H 0.89052 2.42979 3.01996

---

(ii)
C3H9NO3 | wB97M-V/def2-TZVPD

## Properties
* net charge: +1
* multiplicity: 2
* Kohn-Sham gap (spin up / spin down): 10.744 / 6.552 eV

Element x y z (Å)
O 1.17213 0.79875 1.78454
O -2.20184 -1.05078 -0.10544
O -2.35430 1.02156 -2.64767
N 1.18517 -0.86001 0.25742
C 2.05188 -0.09344 1.09915
C 0.04087 -0.37258 -0.37761
C -1.31927 -0.50876 0.44825
H -2.79089 1.84476 -2.39345
H -1.36025 -0.38968 1.53846
H 2.63868 0.61825 0.50675
H 1.63931 -1.64284 -0.20711
H -0.11146 -0.84010 -1.34602
H 1.66189 1.13898 2.52710
H 0.04454 0.72061 -0.49887
H -2.97464 0.38316 -2.27075
H 2.67816 -0.76788 1.68525

---

Relative energies, kJ/mol: (i) 70.0; (ii) 0.0.

---

(i)
C5H9B | wB97M-V/def2-TZVPD

## Properties
* net charge: 0
* multiplicity: 1
* Kohn-Sham gap (spin up / spin down): 8.468 / 6.622 eV

Element x y z (Å)
C 1.49780 0.06740 -0.01643
C 0.66019 -1.19096 -0.07359
C -0.80206 -1.41800 -0.06756
C -2.92829 0.62150 -0.15755
C 3.01291 0.32383 -0.28261
B -1.82881 -0.45337 -0.14475
H 1.50831 0.25016 1.07220
H 1.24102 -2.10080 0.02451
H 3.32033 1.32556 -0.05244
H 3.70955 -0.47690 -0.10893
H -1.04451 -2.46995 -0.00287
H -2.51472 1.56268 0.21092
H -3.75132 0.36388 0.51118
H -3.35458 0.81981 -1.14217
H 0.93554 0.90178 -0.44874

---

(ii)
C5H9B | wB97M-V/def2-TZVPD

## Properties
* net charge: 0
* multiplicity: 1
* Kohn-Sham gap: 8.628 eV

Element x y z (Å)
C 1.34090 1.53873 0.46121
C -0.47165 -1.07117 1.64408
C -1.75601 -1.28197 1.53347
C 0.40148 -0.41452 -1.31832
C -0.13774 0.18062 -2.38560
B 0.62019 0.23170 0.04062
H 0.81870 2.09467 1.23552
H -2.33977 -0.89034 0.71594
H 2.32498 1.29955 0.86375
H 0.59576 -1.47905 -1.40810
H -2.30906 -1.86732 2.26141
H 0.18339 -1.40946 2.42410
H -0.40432 1.22622 -2.38359
H -0.36631 -0.35759 -3.29166
H 1.49947 2.19993 -0.39281

---

Relative energies, kJ/mol: (i) 136.8; (ii) 0.0.

---

(i)
C2H4INO2 | wB97M-V/def2-TZVPD

## Properties
* net charge: 0
* multiplicity: 1
* Kohn-Sham gap (spin up / spin down): 9.513 / 6.431 eV

Element x y z (Å)
I -1.94920 1.22284 -1.27616
O 1.10172 2.40602 0.96584
O 0.77664 0.56405 2.06172
N 0.71032 1.28301 1.12659
C -0.33724 0.03130 -0.91436
C -0.25055 -1.25472 -0.30321
H 0.65900 0.47675 -1.10684
H -1.02331 -1.35540 0.36656
H -0.56829 -2.07084 -1.02852
H 0.88091 -1.30302 0.10837

---

(ii)
C2H4INO2 | wB97M-V/def2-TZVPD

## Properties
* net charge: 0
* multiplicity: 1
* Kohn-Sham gap: 9.207 eV

Element x y z (Å)
I -2.88142 -0.18644 0.23128
O -1.98972 2.64138 -0.49905
O 0.07358 2.55475 0.07846
N -0.98026 2.05105 -0.22157
C 0.20366 -0.08592 0.25950
C -0.98970 0.58560 -0.31866
H 1.10505 0.10799 -0.32021
H 0.04836 -1.15844 0.33653
H -1.05272 0.62028 -1.95334
H 0.36707 0.31565 1.26356

---

Relative energies, kJ/mol: (i) 78.2; (ii) 0.0.

---

(i)
C2H8N4O | wB97M-V/def2-TZVPD

## Properties
* net charge: +2
* multiplicity: 1
* Kohn-Sham gap: 10.910 eV

Element x y z (Å)
O -1.87850 1.55349 0.03575
N 0.10338 1.85323 -2.06926
N -0.41896 0.85246 0.07098
N 0.09490 -2.98651 1.13363
N 1.63748 -1.14803 1.35343
C 0.95966 -2.09302 1.24434
C 0.28983 1.20364 -0.95945
H -1.77120 2.47202 0.44509
H 1.29728 0.86427 -0.65686
H -2.59443 1.23576 0.56598
H -0.06170 -3.47675 0.23977
H 0.80293 1.63217 -2.72634
H -0.70259 2.19858 -2.38314
H -0.27625 -3.27451 1.95731
H 2.51818 -0.88680 1.74877

---

(ii)
C2H8N4O | wB97M-V/def2-TZVPD

## Properties
* net charge: +2
* multiplicity: 1
* Kohn-Sham gap (spin up / spin down): 8.861 / 8.866 eV

Element x y z (Å)
O 0.60503 1.47096 -2.46872
N -0.29915 0.21251 2.12094
N -0.36935 1.15965 -1.74728
N 1.46724 -0.92894 -0.50550
N -1.53234 -1.08904 0.58243
C 0.44302 -0.26058 -0.15200
C -0.52179 -0.40448 0.98075
H -2.29287 -1.15462 1.23373
H 1.82302 -1.62894 0.04687
H -1.58408 -1.29425 -0.41047
H 1.20494 2.23102 -2.32065
H 0.58889 0.69510 2.21323
H -0.90093 -0.09606 2.86262
H -0.51218 1.82206 -1.07018
H 1.88056 -0.73440 -1.36576

---

Relative energies, kJ/mol: (i) 0.0; (ii) 143.4.